No. 1
Molecular formula: C31H26BN8O2PRu
Method: DFT, ωB97M-V with the def2-TZVPD basis set

```
70
Properties=species:S:1:pos:R:3:mulliken_spin:R:1
Ru 1.15046 1.44735 -0.62475 3.8195
C 2.46690 5.31279 -1.89793 0.0493
C 2.58353 3.94267 -2.04212 -0.0019
N 2.20931 3.30666 -0.89882 0.2223
N 1.78106 4.30724 -0.05891 0.0102
C 1.98748 5.47160 -0.63080 0.0725
B 1.20113 3.90769 1.39563 -0.0101
N -0.17995 3.35585 1.12563 0.0179
C -1.30695 3.63854 1.76547 0.1091
C -2.32682 2.95381 1.18528 0.0403
C -1.76238 2.16930 0.22710 -0.0011
N -0.40454 2.37334 0.19977 0.2310
N 2.03414 2.71190 1.85169 0.0434
C 3.19606 2.86696 2.50131 0.0520
C 3.84718 1.62445 2.53360 0.0326
C 3.04336 0.78981 1.81851 0.0027
N 1.95122 1.41635 1.36755 0.1418
N 1.10812 5.03103 2.34245 -0.0013
C 0.89505 5.01173 3.67857 -0.0005
C 1.23796 6.18499 4.21569 0.0012
C 1.54363 7.01761 3.03934 0.0002
N 1.54571 6.22977 1.98289 0.0014
H 2.53401 6.00240 -2.73514 -0.0001
H 3.05283 3.52143 -2.88934 -0.0039
H 1.89522 6.45559 -0.11688 0.0039
H -1.23982 4.39107 2.54396 0.0050
H -3.37302 3.07435 1.31816 0.0012
H -2.34433 1.49128 -0.37308 -0.0100
H 3.52072 3.80407 2.91277 0.0043
H 4.87397 1.46186 2.98212 0.0007
H 3.26946 -0.18944 1.52372 -0.0033
H 0.62679 4.00588 4.15809 0.0000
H 1.32908 6.52633 5.22758 0.0000
H 1.98145 8.04033 2.87938 0.0001
O -1.29852 -3.73117 2.93734 0.0004
C -1.06094 -3.88709 1.80900 0.0008
O -1.55830 -2.94710 0.83085 0.0020
C -0.30434 -4.96023 1.13430 -0.0010
C 0.34120 -5.99630 1.77482 0.0001
C 1.14280 -6.79600 0.95641 0.0000
C 1.25743 -6.63623 -0.41590 0.0001
C 0.46536 -5.68087 -1.00807 -0.0014
C -0.21895 -4.78289 -0.24774 0.0064
P -1.33285 -3.44348 -0.67363 -0.0107
C -0.64219 -1.94635 -1.35372 0.0816
C -1.54781 -1.03701 -1.94504 0.0409
C -1.08444 0.14453 -2.47674 0.0343
C 0.24019 0.37869 -2.65552 -0.0723
C 1.15812 -0.42831 -2.03439 0.0637
C 0.70112 -1.57905 -1.32250 -0.0424
C -2.77841 -3.92887 -1.57998 0.0017
C -4.07300 -3.42178 -1.30661 -0.0007
C -5.14506 -3.82693 -2.08925 0.0001
C -4.96089 -4.64904 -3.22193 0.0002
C -3.67281 -5.08060 -3.46249 0.0002
C -2.53852 -4.78184 -2.66759 0.0010
H 0.25991 -6.09892 2.83259 0.0000
H 1.69876 -7.56191 1.48953 0.0000
H 1.85101 -7.32262 -0.99311 0.0000
H 0.60796 -5.64794 -2.09919 0.0002
H -2.62395 -1.17364 -2.01030 0.0086
H -1.86130 0.82161 -2.87340 0.0048
H 0.61857 1.15746 -3.34324 0.0190
H 2.23216 -0.35163 -2.25785 0.0354
H 1.47195 -2.23497 -0.83991 -0.0033
H -4.19137 -2.79893 -0.45850 0.0003
H -6.13802 -3.47150 -1.85214 0.0000
H -5.78539 -4.94953 -3.87190 0.0000
H -3.57024 -5.79615 -4.28400 0.0000
H -1.58726 -5.21004 -2.92869 -0.0001
```

For the HOMO-LUMO gap (alpha / beta), the calculation gives 0.2693 / 0.1680 hartree. The spin multiplicity is 6. Its charge is +3. The LUMO energy (alpha / beta) comes out at -8.839 / -11.594 eV. The calculation puts the HOMO energy (alpha / beta) at -16.2 / -16.2 eV.

=====

No. 2
Molecular formula: C31H26Br2NOPYb
Method: DFT, ωB97M-V with the def2-TZVPD basis set

```
63
Properties=species:S:1:pos:R:3:mulliken_spin:R:1
Yb -0.34682 -0.03898 -1.44343 0.9958
C 2.85787 1.41581 -1.51865 0.0017
C 2.86905 0.16121 -2.34125 -0.0016
C 4.02918 -0.28184 -2.99949 -0.0003
C 3.98866 -1.42054 -3.75813 0.0001
C 2.78763 -2.14703 -3.88473 -0.0009
C 2.62216 -3.33681 -4.64928 0.0010
Br 4.08218 -4.06492 -5.59079 0.0001
C 1.40982 -3.95606 -4.70326 -0.0005
C 0.29083 -3.43606 -4.01010 0.0018
Br -1.34470 -4.34370 -4.12111 0.0001
C 0.39417 -2.29183 -3.26200 0.0001
O -0.59970 -1.72913 -2.58869 0.0042
C 1.66794 -1.64746 -3.19932 -0.0026
N 1.73019 -0.50972 -2.43469 0.0013
H 3.85746 1.82559 -1.39817 0.0000
H 2.44850 1.22230 -0.52307 -0.0003
H 2.23771 2.18031 -1.99376 -0.0004
H 4.94240 0.28651 -2.89983 0.0000
H 4.87403 -1.77275 -4.27001 0.0000
H 1.28250 -4.85990 -5.28209 0.0000
C 1.98602 1.64733 2.65168 0.0003
C 1.00245 0.85713 3.46808 -0.0006
C 1.25198 0.60395 4.81259 0.0000
C 0.35696 -0.11724 5.58793 0.0001
C -0.82041 -0.59621 5.03334 0.0000
C -1.09367 -0.34733 3.69854 0.0004
C -0.18897 0.36734 2.91500 0.0003
P -0.54042 0.71277 1.18062 -0.0092
C -1.79858 -0.52345 0.66272 0.0031
C -3.09119 -0.12665 0.29324 -0.0016
C -4.01239 -1.04799 -0.17422 0.0004
C -3.64941 -2.38428 -0.28281 -0.0005
C -2.37086 -2.78808 0.06019 -0.0001
C -1.42261 -1.88034 0.52778 -0.0006
C -0.03146 -2.36589 0.84079 0.0010
C -1.31855 2.33743 1.04063 0.0026
C -1.59921 3.07155 2.19432 0.0000
C -2.08232 4.36423 2.09708 0.0001
C -2.28831 4.91783 0.84062 0.0001
C -2.02642 4.17900 -0.30081 -0.0007
C -1.53606 2.87214 -0.24337 -0.0007
C -1.30104 2.09050 -1.51918 0.0078
H 2.81120 1.99189 3.27199 0.0000
H 1.52279 2.52756 2.19819 0.0000
H 2.40549 1.04257 1.84380 0.0001
H 2.16488 0.97950 5.25712 0.0000
H 0.57981 -0.30192 6.63028 0.0000
H -1.52564 -1.15149 5.63622 0.0000
H -2.01841 -0.71001 3.26632 0.0001
H -3.35735 0.92014 0.37625 0.0000
H -5.00667 -0.72496 -0.45044 0.0001
H -4.36087 -3.11066 -0.65129 0.0000
H -2.08670 -3.82674 -0.04998 0.0000
H 0.04997 -3.43294 0.64537 0.0001
H 0.25367 -2.16969 1.87531 0.0000
H 0.75441 -1.89025 0.22725 -0.0004
H -1.42840 2.63375 3.17030 0.0001
H -2.29288 4.93456 2.99140 0.0000
H -2.66104 5.92958 0.74837 0.0000
H -2.20568 4.61568 -1.27594 -0.0004
H -0.81458 2.74912 -2.25254 -0.0001
H -2.29054 1.89562 -1.97087 -0.0009
```

For the HOMO-LUMO gap (alpha / beta), the calculation gives 0.2729 / 0.2737 hartree. The spin multiplicity is 2. Its charge is +1. The LUMO energy (alpha / beta) comes out at -3.283 / -3.277 eV. The calculation puts the HOMO energy (alpha / beta) at -10.7 / -10.7 eV.

=====

No. 3
Molecular formula: C31H26Cl4F3N8O2PSTi
Method: DFT, ωB97M-V with the def2-TZVPD basis set

```
77
Properties=species:S:1:pos:R:3:lowdin_charge:R:1
Ti -0.10325 0.00635 -0.15995 0.8207
F 5.50222 2.92002 -0.51197 0.1717
C 4.17883 2.82043 -0.40609 -0.6005
F 3.62635 3.63348 -1.31112 0.1509
F 3.83023 3.27086 0.82451 0.1276
C 3.72682 1.38929 -0.56882 -0.0969
C 4.63652 0.35871 -0.63409 0.0567
C 4.17882 -0.95955 -0.71886 -0.0037
C 2.82962 -1.19039 -0.70091 -0.0809
N 1.93075 -0.19198 -0.62756 -0.0967
C 2.34816 1.09128 -0.58168 -0.6456
S 1.06051 2.21807 -0.50136 0.8017
H 5.69613 0.57837 -0.61931 0.1428
H 4.87585 -1.78123 -0.78969 0.1256
H 2.43660 -2.19781 -0.75779 0.1297
Cl -2.71648 -6.81650 0.02905 0.7579
C -2.33564 -5.14979 -0.11170 -0.6501
C -3.14012 -4.31503 -0.91181 -0.0298
C -2.84757 -2.98222 -1.06780 0.0307
C -1.72725 -2.42100 -0.44145 -0.2584
O -1.41784 -1.15542 -0.61331 -0.1734
C -0.94467 -3.25427 0.40472 -0.1120
C 0.12647 -2.67546 1.10710 -0.0786
O 0.47733 -1.46413 1.02640 -0.2131
C -1.26327 -4.62190 0.55306 -0.0224
H -4.00291 -4.74181 -1.40660 0.1278
H -3.46672 -2.34484 -1.68633 0.1336
H 0.69696 -3.30892 1.79216 0.1642
H -0.65902 -5.25092 1.19544 0.1323
C 1.42274 0.33483 5.06010 -0.1581
N 2.24103 1.10627 4.12922 -0.1349
C 1.94751 2.53040 4.29789 -0.1484
N 0.53075 2.82054 4.10435 -0.1432
C -0.26502 2.02320 5.02963 -0.1583
N -0.00682 0.58879 4.89098 -0.1412
C -0.51173 0.06729 3.64240 -0.2790
P 0.32237 0.89532 2.17294 1.0099
C 2.09453 0.67165 2.76252 -0.2631
C 0.11552 2.67816 2.73116 -0.2892
H 1.70199 0.61303 6.07606 0.1399
H 1.62232 -0.72948 4.92194 0.1345
H 2.54188 3.11335 3.59334 0.1351
H 2.22384 2.81855 5.31205 0.1406
H -1.32414 2.21564 4.85084 0.1337
H -0.02216 2.32147 6.04931 0.1401
H -1.58951 0.24222 3.58372 0.0921
H -0.33756 -1.01052 3.59442 0.0912
H 2.75012 1.26453 2.12185 0.0837
H 2.36700 -0.38243 2.67201 0.1014
H -0.92955 2.97686 2.61609 0.0993
H 0.72698 3.30697 2.08394 0.0719
Cl -1.28359 -0.13769 -5.76342 0.6702
C 0.24277 0.29677 -4.98149 -1.5948
Cl 0.72789 1.94695 -5.39951 0.6745
Cl 1.52054 -0.86628 -5.39162 0.6643
C 0.05750 0.23576 -3.54075 -0.2936
N -0.06413 0.20027 -2.40597 0.1695
N -10.50994 1.78530 1.63974 0.1974
C -9.38015 1.79119 1.43441 -0.1625
C -7.97602 1.80108 1.14639 -0.2049
C -7.28397 0.59847 1.01781 0.0026
C -5.94132 0.60742 0.68860 0.0014
C -5.29260 1.82014 0.49977 -0.1846
C -5.96692 3.02352 0.64900 0.0087
C -7.31169 3.01405 0.97011 0.0101
N -3.91553 1.83002 0.11353 0.0075
C -3.37928 2.61043 -0.88462 0.0091
C -2.06576 2.27576 -0.97047 -0.1198
N -1.79158 1.29403 -0.03870 -0.1018
C -2.93814 1.04404 0.58218 -0.1071
H -7.80344 -0.33884 1.15957 0.1322
H -5.40433 -0.32363 0.55723 0.1159
H -5.44258 3.96272 0.52798 0.1267
H -7.84740 3.94508 1.09119 0.1353
H -3.96738 3.31827 -1.44135 0.1430
H -1.31532 2.68486 -1.62264 0.0797
H -3.06780 0.34215 1.38977 0.1516
```

For the HOMO-LUMO gap, the calculation gives 0.2355 hartree. Its charge is +2. The relative energy (zero: lowest compared OMol25 entry of this formula, charge and spin) is 45.8 kJ/mol. The LUMO energy comes out at -6.901 eV. The calculation puts the HOMO energy at -13.3 eV.

=====

No. 4
Molecular formula: C31H26F3N3O6SSbTc
Method: DFT, ωB97M-V with the def2-TZVPD basis set

```
72
Properties=species:S:1:pos:R:3:mulliken_spin:R:1
Tc 0.08042 -2.36606 0.16526 1.7826
O 3.38371 -4.28280 -1.44037 0.0041
C 2.24383 -3.79802 -1.09065 -0.0200
O 2.05668 -3.10440 -0.07566 0.0163
C 1.08996 -4.13231 -1.96294 -0.0141
C 1.08930 -4.93910 -3.08745 0.0014
C -0.12770 -5.17506 -3.71457 -0.0073
C -1.29483 -4.62981 -3.19171 0.0037
C -1.20709 -3.83664 -2.06186 -0.0006
N -0.02955 -3.58825 -1.48942 0.0057
C -2.29695 -3.19952 -1.26311 -0.0100
O -3.55279 -3.27780 -1.57346 0.0071
O -1.98194 -2.57754 -0.23277 0.0251
H 4.10494 -4.05061 -0.82462 -0.0015
H 2.00921 -5.37401 -3.45608 -0.0007
H -0.17075 -5.79885 -4.59755 0.0003
H -2.24264 -4.84404 -3.67137 -0.0005
H -3.75128 -3.79344 -2.37152 0.0003
S 0.47442 -0.66000 -1.23598 0.1355
Sb 0.49771 1.48848 -0.06991 0.0429
C 2.39519 2.13072 -0.68220 0.0024
C 2.95238 1.73122 -1.89361 -0.0007
C 4.15474 2.29396 -2.30054 0.0018
C 4.78629 3.24250 -1.50610 0.0002
C 4.22233 3.64026 -0.29883 0.0007
C 3.01832 3.08776 0.11688 -0.0045
C 0.75819 1.53431 2.03227 -0.0203
C -0.15504 2.05525 2.94995 0.2027
C 0.05222 1.90916 4.34390 -0.0325
C 1.06938 1.14322 4.81358 0.1551
C 1.97862 0.51555 3.88503 0.2056
C 1.86950 0.86851 2.49004 0.2481
C -0.83188 2.88916 -0.86341 -0.0045
C -0.59692 3.26084 -2.18373 -0.0028
C -1.41571 4.21051 -2.77715 0.0002
C -2.43778 4.80151 -2.04303 -0.0005
C -2.65118 4.44045 -0.71589 0.0009
C -1.85582 3.47235 -0.12176 0.0048
H 2.46873 0.99223 -2.51994 0.0052
H 4.59554 1.99542 -3.24244 0.0002
H 5.72052 3.67951 -1.83168 -0.0001
H 4.71250 4.38316 0.31591 -0.0001
H 2.57799 3.41364 1.05290 -0.0004
H -1.04262 2.57774 2.62077 0.0464
H -0.62466 2.40082 5.03013 -0.0002
H 1.21164 0.98402 5.87380 0.0045
H 2.95206 0.23381 4.25673 -0.0074
H 2.63733 0.51527 1.81015 0.0126
H 0.22598 2.83620 -2.74871 -0.0009
H -1.24357 4.50123 -3.80470 0.0001
H -3.06472 5.55399 -2.50243 0.0000
H -3.43912 4.91195 -0.14344 0.0001
H -2.06420 3.17084 0.89637 0.0006
F 0.04507 -3.84765 1.95653 0.0005
C 0.64593 -3.40646 3.14573 0.0149
F -0.19320 -3.66526 4.11439 -0.0003
F 1.77255 -4.07399 3.27630 0.0005
C 0.89462 -1.88224 2.98510 0.0239
O 1.42246 -1.32272 3.95463 0.1747
O 0.55171 -1.35025 1.89819 0.0015
C -3.14229 0.62399 -1.38023 0.0099
C -3.01381 0.32470 0.07570 -0.0050
N -1.91514 0.36915 0.81688 -0.0087
C -2.29272 -0.03918 2.08846 0.0203
C -3.61976 -0.31358 2.11467 0.0043
N -4.05733 -0.07610 0.83459 0.0053
H -2.21717 0.38131 -1.89859 -0.0064
H -3.35392 1.67903 -1.55455 0.0004
H -3.95539 0.04492 -1.82039 -0.0017
H -1.59737 -0.08026 2.91176 -0.0217
H -4.27524 -0.63861 2.90357 0.0002
H -5.00991 -0.16406 0.51417 0.0000
```

For the HOMO-LUMO gap (alpha / beta), the calculation gives 0.2440 / 0.2161 hartree. The spin multiplicity is 4. Its charge is +3. The relative energy (zero: lowest compared OMol25 entry of this formula, charge and spin) is 193.2 kJ/mol. The LUMO energy (alpha / beta) comes out at -9.632 / -10.393 eV. The calculation puts the HOMO energy (alpha / beta) at -16.3 / -16.3 eV.

=====

So what do the calculations give for E? Going down the list: -61104.2870; -217006.5535; -150055.0931; -77022.6368 eV.